Entry 1:
7
Properties=species:S:1:pos:R:3 method="wB97M-V/def2-TZVPD" charge=-1 homo_lumo_gap_ev=6.803 e_tot_ev=-13427.1059 mol_weight_g_mol=62.1 de_lowest_kcal_mol=10.1 homo_ev=-2.6
S -1.03780 0.58986 2.65604
H -2.12729 1.20435 2.15512
C 0.53263 -0.14803 -1.30585
N 1.25941 -1.04730 -0.79159
H -0.42765 0.08436 -0.83153
H 0.91149 0.58389 -2.01856
H 0.88921 -1.26713 0.13638

Entry 2:
17
Properties=species:S:1:pos:R:3 method="wB97M-V/def2-TZVPD" s2=0.76 charge=+1 homo_lumo_gap_ev="9.356 / 5.728" e_tot_ev=-13937.6901 spin_multiplicity=2 mol_weight_g_mol=127.1 de_lowest_kcal_mol=0.0 homo_ev="-15.1 / -15.1"
O -1.38315 -2.00449 -0.83683
C -0.83657 -1.83825 0.21107
N -1.02487 -0.61903 0.86073
C -1.76304 0.36569 0.45569
O -2.46713 0.26778 -0.56654
H -0.16562 -2.57297 0.64229
H -0.35960 -0.38964 1.59959
H -1.76554 1.29425 1.04888
H 1.64863 2.14973 2.12500
H 0.71886 1.42770 1.26766
O 0.80321 1.68689 2.19301
H 2.02918 -1.13181 0.31542
H 2.18106 0.06700 -0.60451
O 1.87306 -0.18315 0.27827
H 0.08415 0.12199 -3.68852
H -0.12751 0.89551 -2.39030
O 0.55488 0.46281 -2.91090

Entry 3:
33
Properties=species:S:1:pos:R:3 method="wB97M-V/def2-TZVPD" homo_lumo_gap_ev=10.157 e_tot_ev=-22879.9078 mol_weight_g_mol=198.2 de_lowest_kcal_mol=37.0 homo_ev=-10.7
O -20.13257 -1.97215 26.08645
H -20.18435 -1.48390 26.86840
H -20.68472 -2.71975 26.28127
O -23.27078 -0.49043 25.88243
H -22.89391 -0.27145 25.05550
H -23.62336 0.34719 26.12738
O -19.85214 1.60235 29.02845
H -20.31840 1.06312 28.38506
H -20.18674 1.35352 29.86744
O -22.67216 0.51367 23.30752
H -21.73258 0.39343 23.57174
H -22.74793 1.43401 23.04104
O -23.58261 2.21855 26.29852
H -23.53312 2.70128 27.13261
H -24.25582 2.68873 25.84152
O -19.68680 2.51335 22.72553
H -20.07686 2.42732 23.60227
H -20.33657 3.05713 22.27377
O -21.19552 0.55097 26.88945
H -21.98217 -0.03330 26.63449
H -20.95422 1.05421 26.06657
O -24.18686 -2.97689 26.12695
H -23.94094 -2.02103 26.18303
H -24.97142 -2.80041 25.60111
O -18.15024 0.77516 25.81894
H -18.32309 0.30960 26.65162
H -18.79733 0.47348 25.15153
O -20.88279 2.67132 25.06164
H -20.62124 3.56580 24.94656
H -21.84143 2.64308 25.11985
O -20.11520 -0.12040 24.06078
H -19.30573 -0.38813 23.66626
H -20.22773 -0.71712 24.80180

Entry 4:
122
Properties=species:S:1:pos:R:3 method="wB97M-V/def2-TZVPD" s2=0.75 charge=+1 homo_lumo_gap_ev="6.606 / 6.843" e_tot_ev=-132506.4654 spin_multiplicity=2 mol_weight_g_mol=1133.8 de_lowest_kcal_mol=0.0 homo_ev="-9.6 / -9.8"
Ti -0.26333 -1.91179 1.00295
C -3.98184 -2.08953 -1.76290
C -2.70912 -2.74179 -2.20341
N -2.61316 -3.24394 -3.40844
C -1.45251 -3.83826 -3.80830
C -0.39032 -4.05851 -2.98183
C 0.80395 -4.84079 -3.45835
O 0.62006 -6.25622 -3.36206
C -0.49474 -3.58133 -1.65179
C 0.36867 -4.11318 -0.61469
N 0.18487 -3.85974 0.62538
C 0.62006 -4.73278 1.68608
C 1.68784 -5.60324 1.59209
C 2.07419 -6.37289 2.68335
C 1.37899 -6.28884 3.87915
C 0.26798 -5.45916 3.97274
C -0.10734 -4.70037 2.87710
I -1.86234 -3.56505 2.98312
C -1.59634 -2.78150 -1.31470
O -1.65378 -2.15185 -0.18402
H -4.79716 -2.46600 -2.37693
H -4.18497 -2.28463 -0.70818
H -3.91735 -1.00439 -1.88507
H -1.42044 -4.19000 -4.83523
H 0.97194 -4.63592 -4.51184
H 1.70355 -4.52694 -2.92669
H 0.20839 -6.47287 -2.51970
H 1.08720 -4.88146 -0.89749
H 2.24857 -5.67947 0.66741
H 2.92279 -7.04008 2.59184
H 1.68133 -6.88453 4.73293
H -0.31296 -5.41685 4.88726
C 4.37878 1.39872 -5.46667
C 3.37724 1.03817 -4.39814
C 2.02080 0.98611 -4.68079
C 1.09772 0.69084 -3.68310
C 1.55367 0.45556 -2.39866
C 2.90951 0.48391 -2.08264
C 3.80833 0.77033 -3.08935
S 0.32587 0.15130 -1.18217
O 0.87766 -1.07889 -0.38027
C 0.69282 1.53958 -0.10609
C 1.58622 1.36362 0.97707
C 1.89662 2.44309 1.74113
C 1.32443 3.71608 1.47741
C 1.61793 4.84183 2.29093
C 1.04005 6.04953 2.03943
C 0.13512 6.19575 0.95824
C -0.16101 5.13582 0.15663
C 0.42854 3.86333 0.39575
C 0.12079 2.72924 -0.41715
C -0.81565 2.86221 -1.56722
C -0.29805 3.41974 -2.79169
C 1.06399 3.81441 -2.92723
C 1.53096 4.31626 -4.10668
C 0.67206 4.44619 -5.22521
C -0.63622 4.07259 -5.12320
C -1.15002 3.55655 -3.90477
C -2.51216 3.16158 -3.77435
C -2.98136 2.64045 -2.61161
C -2.11760 2.47530 -1.48614
S -2.70925 1.69397 -0.01943
O -0.78269 -0.43083 2.01409
C -4.33046 2.39222 0.12194
C -5.37660 1.55631 0.48704
C -6.64787 2.08544 0.69928
C -6.89888 3.44197 0.54297
C -8.27580 4.01988 0.76661
C -5.83490 4.26800 0.18063
C -4.56248 3.76002 -0.01702
H 3.91613 1.43283 -6.45230
H 5.20000 0.67993 -5.49772
H 4.81527 2.38023 -5.26569
H 1.67275 1.18299 -5.68927
H 0.03569 0.65353 -3.90594
H 3.24941 0.29081 -1.07164
H 4.86971 0.79429 -2.86381
H 1.98994 0.38543 1.20106
H 2.57779 2.33782 2.58041
H 2.30937 4.72200 3.11838
H 1.26942 6.90302 2.66585
H -0.32491 7.15846 0.77074
H -0.85072 5.25450 -0.66933
H 1.73713 3.70616 -2.08613
H 2.57005 4.61250 -4.19100
H 1.05500 4.84244 -6.15835
H -1.30560 4.16675 -5.97312
H -3.17780 3.28222 -4.62279
H -4.02098 2.35529 -2.52075
H -5.19748 0.49627 0.61361
H -7.45970 1.42393 0.98429
H -9.03747 3.24038 0.77282
H -8.53299 4.73977 -0.01218
H -8.32730 4.54301 1.72474
H -6.00458 5.33491 0.06832
H -3.74687 4.42309 -0.28236
C 2.32640 -1.19909 6.17535
C 0.90804 -1.51907 5.76886
N 0.84330 -1.75776 4.32473
C 1.90345 -2.03418 3.52392
N 1.70033 -2.04958 2.22270
C 2.86347 -2.35262 1.37392
C 4.19146 -2.02968 2.01631
C 4.23855 -2.73761 3.34610
N 3.08978 -2.29769 4.13498
C 3.22377 -2.26877 5.59400
H 2.42014 -1.17429 7.26072
H 2.62027 -0.22347 5.78092
H 0.22187 -0.70959 6.00742
H 0.56703 -2.40696 6.30704
H 0.10843 -1.29514 3.80690
H 2.75389 -1.80346 0.44648
H 2.86931 -3.41484 1.11127
H 4.28495 -0.95172 2.17838
H 5.01287 -2.35328 1.37543
H 5.13983 -2.49520 3.90557
H 4.21707 -3.82259 3.20081
H 4.26878 -2.07372 5.82064
H 2.96873 -3.24436 6.02332
F -1.10132 1.63268 3.11724
B -1.55059 0.44648 2.70940
F -2.81179 0.14062 3.05040

Entry 5:
100
Properties=species:S:1:pos:R:3 method="wB97M-V/def2-TZVPD" s2=0.75 charge=+2 homo_lumo_gap_ev="7.218 / 5.972" e_tot_ev=-99244.7018 spin_multiplicity=2 mol_weight_g_mol=1067.0 de_lowest_kcal_mol=58.1 homo_ev="-13.0 / -12.9"
Ir 1.37788 -0.84342 1.18939
C 4.44819 -1.28716 0.20815
O 3.46312 -0.30625 0.60843
C 3.54891 0.97792 0.03874
C 4.54738 1.37223 -0.81432
C 4.64613 2.71526 -1.18363
C 3.78364 3.62828 -0.62237
C 2.73529 3.19019 0.19357
C 2.54216 1.83591 0.43358
N 1.43331 1.22217 1.03328
N 0.35044 2.06194 1.39322
C -0.23662 1.66563 2.71455
C 0.25231 0.56668 3.38584
O 1.27921 -0.20227 2.99100
C -0.33013 0.20286 4.62791
C -1.32492 0.93843 5.16699
C -1.76459 2.14311 4.54425
C -2.73670 2.95624 5.16451
C -3.10468 4.15203 4.62061
C -2.48742 4.58969 3.43054
C -1.55658 3.81402 2.79669
C -1.18151 2.54965 3.31763
H 5.44022 -0.88578 0.39673
H 4.31411 -1.53944 -0.84404
H 4.27132 -2.15967 0.81832
H 5.27365 0.65699 -1.17943
H 5.42633 3.03471 -1.86084
H 3.91318 4.68811 -0.80525
H 2.10107 3.93701 0.65932
H 0.06814 -0.68125 5.11056
H -1.78507 0.63451 6.10071
H -3.17460 2.61858 6.09727
H -3.84518 4.77341 5.10737
H -2.74390 5.55650 3.01572
H -1.10573 4.21292 1.90042
O 1.21880 -0.37155 -0.96556
P 0.23650 -0.79331 -2.06529
C -1.30720 -1.28883 -1.27374
P -1.62593 -0.35508 0.23234
O -0.61030 -0.69209 1.35100
C -1.53564 1.36955 -0.18654
C -0.60765 2.30175 0.25367
C -0.52674 3.53853 -0.35027
C -1.42084 3.90078 -1.34910
C -2.41622 3.02069 -1.73699
C -2.45217 1.76034 -1.16486
C -3.25721 -0.70726 0.77841
C -4.02368 -1.74647 0.24807
C -5.22550 -2.08419 0.85237
C -5.64927 -1.40121 1.98424
C -4.89367 -0.35574 2.50754
C -3.69597 -0.00747 1.91228
C -0.00236 0.60356 -3.13387
C -0.91610 0.54991 -4.19112
C -1.01214 1.61523 -5.06740
C -0.18598 2.72673 -4.90400
C 0.73792 2.77152 -3.86832
C 0.83538 1.70894 -2.97578
C 0.78984 -2.11547 -3.11212
C 0.03124 -3.23814 -3.43684
C 0.55947 -4.20723 -4.27789
C 1.83455 -4.05159 -4.79966
C 2.59218 -2.92494 -4.49151
C 2.07328 -1.95366 -3.65244
H -1.16528 -2.32095 -0.94658
H -2.15508 -1.23803 -1.96014
H 0.71926 2.99894 1.58011
H 0.22160 4.25710 -0.04260
H -1.33762 4.87878 -1.80630
H -3.14669 3.30441 -2.48344
H -3.21722 1.05530 -1.47998
H -3.69617 -2.29837 -0.62469
H -5.82781 -2.88475 0.44352
H -6.57494 -1.68904 2.46811
H -5.24052 0.18175 3.38124
H -3.09622 0.80059 2.32210
H -1.54041 -0.32827 -4.33968
H -1.71664 1.57946 -5.88941
H -0.25726 3.55430 -5.60015
H 1.38789 3.63179 -3.75588
H 1.56309 1.72499 -2.16916
H -0.96760 -3.37083 -3.03605
H -0.02496 -5.08571 -4.52254
H 2.24360 -4.81264 -5.45343
H 3.58218 -2.80476 -4.91289
H 2.65580 -1.06918 -3.41248
C 2.77605 -4.66012 1.84530
C 1.57443 -3.91914 1.29109
O 1.97596 -2.58835 0.92430
C 0.45630 -3.92501 2.36634
F 0.28517 -5.13648 2.88110
F -0.73085 -3.50466 1.89265
F 0.80436 -3.08585 3.36158
C 1.07865 -4.62456 0.02139
F 2.06589 -4.69708 -0.87808
F 0.63552 -5.85428 0.27607
F 0.06821 -3.93805 -0.55288
H 3.13041 -4.14881 2.74065
H 3.57339 -4.66114 1.10405
H 2.51453 -5.68447 2.09479

Entry 6:
126
Properties=species:S:1:pos:R:3 method="wB97M-V/def2-TZVPD" homo_lumo_gap_ev=8.951 e_tot_ev=-1054994.8554 mol_weight_g_mol=1930.6 homo_ev=-9.8
O 2.31754 4.58179 -5.53322
N 3.07159 5.42403 -5.09948
O 3.70986 6.18722 -5.79250
C 3.42165 5.44025 -3.64938
C 2.79689 4.58743 -2.73464
C 3.19389 4.61913 -1.40542
C 4.18927 5.47793 -0.97649
C 4.76622 6.36576 -1.88124
C 4.32874 6.36938 -3.20868
H 2.10223 3.87205 -3.01724
H 2.78716 3.88514 -0.69741
H 4.59638 5.38746 0.00590
H 5.62487 6.97838 -1.68457
H 4.63837 7.09445 -3.94834
O -1.36523 0.98642 -2.72772
N -0.33081 1.26888 -2.19648
O 0.38342 2.20580 -2.45120
C 0.18831 0.35729 -1.11985
C 1.45005 0.59907 -0.48255
C 1.94407 -0.30169 0.45175
C 1.12823 -1.43071 0.67327
C -0.04473 -1.73220 0.01512
C -0.57045 -0.79387 -0.89447
H 2.05090 1.48405 -0.65890
H 2.87134 -0.13581 0.99541
H 1.46538 -2.19424 1.36328
H -0.68728 -2.55386 0.26338
H -1.45792 -1.03184 -1.45226
O -7.40386 -4.15391 -0.90450
N -6.94278 -3.79216 0.13784
O -7.59970 -3.30373 1.04063
C -5.49153 -4.08245 0.43517
C -4.69504 -4.22739 -0.64186
C -3.36725 -4.54333 -0.41597
C -2.87266 -4.70192 0.88852
C -3.69465 -4.48110 1.95335
C -5.02554 -4.16994 1.72118
H -5.12010 -4.18352 -1.61260
H -2.75738 -4.70600 -1.31922
H -1.81438 -4.99024 0.99504
H -3.28610 -4.43400 2.91908
H -5.76161 -3.94967 2.47726
O -7.59075 -1.05649 -3.12111
N -6.69938 -0.31200 -2.77873
O -6.31333 -0.25838 -1.63953
C -5.99450 0.49842 -3.78682
C -4.85695 1.17557 -3.44683
C -4.19491 1.91240 -4.41019
C -4.62287 1.88622 -5.72215
C -5.77469 1.20809 -6.08874
C -6.45561 0.49619 -5.09834
H -4.51988 0.91210 -2.45424
H -3.24377 2.41589 -4.18321
H -4.07438 2.35767 -6.52386
H -6.10561 1.27555 -7.12771
H -7.39547 0.01860 -5.31078
O 2.98274 -0.57501 3.96932
N 3.78617 0.30428 3.70254
O 3.68983 1.12332 2.86413
C 5.09755 0.24600 4.45634
C 5.39660 -0.84081 5.25764
C 6.63784 -0.82632 5.88409
C 7.50003 0.25284 5.80305
C 7.24680 1.31948 4.92876
C 5.99868 1.31294 4.31825
H 4.79464 -1.73297 5.37085
H 6.91718 -1.68451 6.46331
H 8.41193 0.16330 6.33690
H 7.97272 2.08604 4.78614
H 5.63709 2.14205 3.72735
Br -1.62954 1.63100 5.12143
C -1.32251 2.85748 3.61733
C -0.41967 2.28451 2.66252
Br -0.02553 3.50262 1.18081
H -0.96677 3.78536 4.05272
H -2.31804 2.89023 3.19855
H -1.00252 1.47891 2.24004
H 0.53110 2.09908 3.12937
Br -0.84225 -3.00359 6.86057
C 0.12304 -1.88856 5.61572
C -0.34645 -2.05504 4.20493
Br 0.15492 -3.67169 3.33399
H 1.17685 -2.09497 5.77775
H -0.08394 -0.91349 5.97647
H 0.18458 -1.22564 3.71250
H -1.42341 -2.14882 4.15066
Br 6.97732 -6.22601 5.27858
C 5.33361 -5.84871 4.40653
C 5.46642 -4.64361 3.54764
Br 3.71264 -4.10344 3.00568
H 4.61405 -5.67803 5.21100
H 5.04882 -6.76088 3.92785
H 6.03320 -4.86796 2.65361
H 5.99992 -3.87063 4.07538
Br 5.63734 -1.22094 0.54910
C 4.77997 -1.65204 -1.11391
C 4.25216 -3.07435 -1.13327
Br 3.24426 -3.23015 -2.81048
H 5.67601 -1.67410 -1.73022
H 4.04857 -0.85155 -1.36768
H 3.51029 -3.27384 -0.35940
H 5.06932 -3.81497 -1.05983
Br -4.10012 5.49447 -2.91700
C -2.46488 4.60709 -2.33468
C -1.35108 4.82528 -3.27946
Br -0.62029 6.59838 -3.33227
H -2.66260 3.55466 -2.22553
H -2.29042 4.86755 -1.31592
H -1.73380 4.58948 -4.29559
H -0.54783 4.19478 -2.94937
Br -3.02280 -0.64682 1.63013
C -4.50599 -0.24718 0.45896
C -5.15761 1.09446 0.76671
Br -4.04517 2.51022 0.28125
H -5.23699 -1.01910 0.68114
H -4.07243 -0.20490 -0.54462
H -5.31164 1.17629 1.84591
H -6.09070 1.15202 0.21148
Br -0.32715 -3.35504 -4.10453
C -1.13710 -1.66410 -4.60314
C -2.59714 -1.69629 -4.80234
Br -3.58981 -2.09803 -3.22869
H -0.60771 -1.40724 -5.51770
H -0.85991 -1.04378 -3.78305
H -2.88045 -2.42962 -5.52767
H -2.94510 -0.68746 -5.03632

Entry 7:
24
Properties=species:S:1:pos:R:3 method="wB97M-V/def2-TZVPD" s2=0.78 homo_lumo_gap_ev="8.489 / 10.020" e_tot_ev=-11595.5553 spin_multiplicity=2 mol_weight_g_mol=131.2 de_lowest_kcal_mol=0.0 homo_ev="-7.6 / -10.4"
C -1.56938 2.02775 -0.82841
O -0.90142 2.12812 0.43819
C -1.01233 0.92132 -1.73743
C -1.45119 -0.51163 -1.33037
C -0.99440 -0.96923 0.03077
C 2.28250 -2.03653 1.69104
C 0.85313 -1.65092 1.48952
C 0.31908 -1.32790 0.26262
H -1.38892 3.00516 -1.28174
H -2.64012 1.87797 -0.65634
H 0.07851 0.99698 -1.68286
H -1.33135 1.08473 -2.76898
H -1.07133 -1.19747 -2.09485
H -2.54184 -0.57973 -1.40173
H -0.84509 1.23834 0.77285
H -1.77990 -1.09373 0.76933
H 2.89195 -1.76328 0.82613
H 2.36154 -3.12567 1.79823
H 2.74308 -1.53895 2.54079
H 0.22666 -1.67468 2.37638
H 0.99517 -1.29524 -0.58982
H 0.91653 2.23143 0.27252
H 1.97849 1.19276 0.76458
O 1.88064 2.06039 0.33958

Entry 8:
23
Properties=species:S:1:pos:R:3 method="wB97M-V/def2-TZVPD" homo_lumo_gap_ev=10.234 e_tot_ev=-34324.3963 mol_weight_g_mol=218.3 de_lowest_kcal_mol=6.1 homo_ev=-9.5
C -1.18042 0.42159 0.19111
C -1.27727 -1.94883 -0.36028
C 0.20142 0.37630 0.07128
C 0.06589 -1.92453 -0.42526
C -1.89225 -0.74027 0.06018
C 0.85990 -0.83967 -0.15527
C -3.45495 -0.59896 0.23434
O 2.94754 0.21162 0.73904
O 2.91458 -2.18102 0.27570
O 4.57399 1.29996 -0.99401
O 3.00346 -0.51225 -1.54797
Si 4.32547 1.13051 0.57974
S 2.55995 -0.89524 -0.22840
H -1.67629 1.30060 0.57032
H -1.99458 -2.69862 -0.68224
H 0.96624 1.20134 0.40946
H 0.66819 -2.78681 -0.84230
H -3.77529 -0.50693 -0.78656
H -3.67189 -1.52085 0.62564
H -3.68557 0.25549 0.88196
H 5.54027 0.70210 1.18357
H 4.98458 0.65767 -1.56259
H 3.67979 2.28993 1.10042